{
  "formula": "C3H9N3",
  "method": "ωB97M-V/def2-TZVPD",
  "mol_weight_g_mol": 87.13,
  "e_lumo_ev": 1.11,
  "homo_ev": -8.66,
  "smiles": "[H]/N=C/N.C=CN",
  "relative_energy_kcal_mol": 27.5,
  "species": ["N", "N", "N", "C", "C", "C", "H", "H", "H", "H", "H", "H", "H", "H", "H"],
  "coordinates": [[0.0893, -2.0596, 1.5033], [0.6589, -1.7799, -0.7052], [-0.7241, 0.6264, 0.1422], [-0.5156, 2.6732, -1.1108], [0.8568, -2.3305, 0.5221], [-0.3873, 2.0036, 0.0281], [0.0499, -0.9562, -0.7538], [-0.4152, 3.7436, -1.0767], [0.3827, -2.4760, 2.3769], [-0.0742, 2.4944, 0.9435], [-0.6327, 2.1464, -2.0497], [1.4632, -1.6955, -1.3077], [-0.6108, 0.2549, 1.0762], [1.5470, -3.1753, 0.5595], [-1.6879, 0.5304, -0.1480]]
}

=====

{
  "formula": "C13H13F7N3O8S3",
  "method": "ωB97M-V/def2-TZVPD",
  "mol_weight_g_mol": 568.45,
  "total_charge": -1,
  "e_lumo_ev": 0.56,
  "homo_ev": -6.53,
  "species": ["S", "S", "S", "F", "F", "F", "F", "F", "F", "F", "O", "O", "O", "O", "O", "O", "O", "O", "N", "N", "N", "C", "C", "C", "C", "C", "C", "C", "C", "C", "C", "C", "C", "C", "H", "H", "H", "H", "H", "H", "H", "H", "H", "H", "H", "H", "H"],
  "coordinates": [[-0.5940, -4.4382, -3.6347], [2.9211, 2.9235, 3.7184], [0.8518, 4.0197, 2.4813], [0.6866, -4.6881, -2.5586], [1.5086, 6.1679, 1.0682], [5.1958, 4.2019, 3.2314], [0.6227, 6.6157, 2.9871], [-0.6246, 5.9253, 1.3559], [4.3168, 4.6708, 5.1485], [5.3216, 2.7740, 4.8556], [-2.1766, -0.5796, -1.8330], [0.7933, 3.2482, 1.2527], [-0.9422, -2.5246, -5.1909], [-0.0978, -4.9504, -4.9766], [-1.7200, -5.3148, -3.1772], [-0.2218, 3.7524, 3.4237], [3.3101, 1.8929, 2.7723], [2.3121, 2.4315, 4.9422], [2.2941, 4.2443, 3.1032], [1.3164, -1.4272, -5.9407], [-0.9987, -2.7596, -3.8211], [4.5000, 3.6646, 4.2611], [-4.1833, -2.0983, -1.5867], [-0.6715, -0.6807, 1.8105], [1.8440, -1.7384, 1.6029], [0.6429, -1.2409, 2.4673], [-2.0557, -0.1193, -0.4679], [0.4885, -1.1021, -0.6635], [1.7697, -1.6458, 0.0464], [0.2910, -1.8234, -5.4430], [-2.4181, -2.4530, -3.4480], [0.5736, 5.7453, 1.9512], [-0.7037, -0.6515, 0.2494], [-2.5861, -1.9621, -1.9040], [-4.4023, -1.9366, -0.4674], [-2.0896, 1.0344, -0.4204], [-4.5094, -3.1559, -1.9209], [-3.1774, -3.2656, -3.7032], [2.7763, -2.1702, 2.1042], [-1.9757, -2.6392, -1.1902], [-1.5384, -0.3189, 2.4531], [-4.7227, -1.3264, -2.2556], [0.7008, -1.2940, 3.6081], [0.3765, -1.0393, -1.7953], [-2.9197, -0.4708, 0.2191], [-2.7221, -1.5276, -4.0754], [2.6372, -1.9702, -0.6392]]
}

=====

{
  "formula": "C25H19Cl2N4O2Pt",
  "method": "ωB97M-V/def2-TZVPD",
  "mol_weight_g_mol": 673.44,
  "total_charge": -1,
  "e_lumo_ev": [2.72, 1.75],
  "homo_ev": [-3.67, -3.93],
  "spin_multiplicity": 3,
  "s_squared": 2.07,
  "relative_energy_kcal_mol": 300.6,
  "species": ["Pt", "Cl", "Cl", "O", "O", "N", "N", "N", "N", "C", "C", "C", "C", "C", "C", "C", "C", "C", "C", "C", "C", "C", "C", "C", "C", "C", "C", "C", "C", "C", "C", "C", "C", "C", "H", "H", "H", "H", "H", "H", "H", "H", "H", "H", "H", "H", "H", "H", "H", "H", "H", "H", "H"],
  "coordinates": [[0.5551, 0.3890, -1.0893], [0.9801, -5.0518, -1.2545], [-2.4351, -0.2372, -0.1726], [-1.8897, 2.2150, 1.4024], [-1.4644, 0.6905, -1.1159], [3.1056, 1.6709, -1.1054], [2.5533, 0.4643, -1.0606], [0.3290, -1.5225, -1.5290], [0.8814, 2.3416, -0.9159], [3.1889, -1.8114, -0.5321], [5.5492, -1.5111, -1.9531], [-2.3730, -0.7329, 1.3779], [-2.6569, 0.1983, 4.9108], [0.2979, 4.6317, -0.7336], [-2.1120, 1.5780, 2.4633], [-3.2609, -2.5876, -1.1961], [-2.0579, 2.2365, 3.7463], [2.6006, 4.0118, -1.0026], [-2.4013, -1.5820, -0.9927], [5.2629, -2.7258, -1.3433], [3.4715, -0.5978, -1.1548], [-0.0285, -2.6224, -1.4667], [-2.4336, 0.1616, 2.4686], [1.6491, 4.9857, -0.8652], [-2.9186, -3.9247, -1.5424], [-2.6894, -0.4703, 3.7249], [-0.3890, -3.9517, -1.4362], [4.6644, -0.4499, -1.8643], [-3.8777, 1.0222, -0.3860], [-0.0433, 3.3007, -0.7620], [-1.6673, -4.4916, -1.5781], [2.2033, 2.6582, -1.0177], [-2.3199, 1.5822, 4.9151], [4.0791, -2.8677, -0.6319], [3.8370, -3.8062, -0.1497], [3.6543, 4.2337, -1.0895], [-1.6563, -5.5701, -1.7145], [-0.4743, 5.3731, -0.5923], [-2.2675, 2.1172, 5.8572], [-4.7588, 0.4298, -0.1532], [5.9546, -3.5547, -1.4257], [1.9427, 6.0281, -0.8461], [-3.7525, -4.5889, -1.7310], [6.4688, -1.3895, -2.5130], [-1.7930, 3.2867, 3.7316], [2.2760, -1.9151, 0.0369], [-2.9145, -1.5301, 3.6967], [-2.8612, -0.3176, 5.8402], [-1.0539, 2.9478, -0.6280], [-3.6789, 1.8435, 0.2876], [-3.8159, 1.3007, -1.4341], [4.8768, 0.4978, -2.3372], [-4.3364, -2.3860, -1.1432]]
}

=====

{
  "formula": "C5H11N3",
  "method": "ωB97M-V/def2-TZVPD",
  "mol_weight_g_mol": 113.16,
  "e_lumo_ev": 0.73,
  "homo_ev": -7.52,
  "smiles": "C=C(N)N.C=CN=C",
  "relative_energy_kcal_mol": 43.7,
  "species": ["N", "N", "N", "C", "C", "C", "C", "C", "H", "H", "H", "H", "H", "H", "H", "H", "H", "H", "H"],
  "coordinates": [[1.4548, 0.8366, 0.0758], [-1.4387, -0.6632, 1.1699], [-1.5385, 1.0775, -0.3807], [1.6664, -0.5185, -0.0722], [2.7035, -1.0561, -0.7041], [2.3195, 1.6421, 0.5004], [-2.0739, -0.1367, 0.0366], [-3.0949, -0.7475, -0.5677], [-3.5328, -1.6408, -0.1634], [3.3075, 1.3488, 0.8625], [-2.0119, -1.3315, 1.6651], [2.0724, 2.6940, 0.5297], [-0.5403, 1.1623, -0.2122], [2.7623, -2.1136, -0.8865], [-3.5126, -0.3655, -1.4798], [3.4972, -0.4459, -1.1035], [-1.7841, 1.3115, -1.3311], [-1.0834, 0.0551, 1.7866], [0.8275, -1.1087, 0.2746]]
}

=====

{
  "formula": "C25H43ClN5NaO3P",
  "method": "ωB97M-V/def2-TZVPD",
  "mol_weight_g_mol": 551.07,
  "total_charge": -1,
  "e_lumo_ev": 2.22,
  "homo_ev": -4.45,
  "relative_energy_kcal_mol": 0.0,
  "species": ["Cl", "P", "Na", "O", "O", "O", "N", "N", "N", "N", "N", "C", "C", "C", "C", "C", "C", "C", "C", "C", "C", "C", "C", "C", "C", "C", "C", "C", "C", "C", "C", "C", "C", "C", "C", "C", "H", "H", "H", "H", "H", "H", "H", "H", "H", "H", "H", "H", "H", "H", "H", "H", "H", "H", "H", "H", "H", "H", "H", "H", "H", "H", "H", "H", "H", "H", "H", "H", "H", "H", "H", "H", "H", "H", "H", "H", "H", "H", "H"],
  "coordinates": [[-4.9101, 1.4248, -2.6724], [0.8959, 0.6451, 0.8175], [-1.8069, -0.2636, -0.7259], [-3.7900, -0.5095, -0.4607], [-0.0600, -2.4621, -0.7344], [-5.9051, -0.5351, 0.2917], [0.2555, 0.2186, -0.5005], [2.5284, 0.2678, 1.0196], [-1.5972, -0.7324, -3.2674], [0.2433, 0.0093, 2.2456], [0.8265, 2.3126, 1.0867], [-1.0197, 4.5121, 1.4158], [0.5403, 3.1895, -0.0302], [-1.0192, -2.1249, 3.9002], [-1.5850, -1.6129, 2.5674], [0.6979, 2.9519, 2.3790], [1.0192, -0.9102, 3.0789], [-0.8519, 3.7942, 0.0821], [5.4594, -0.0146, 0.7671], [-1.4045, 0.3788, -3.9707], [-1.3121, -0.8121, -6.0234], [-1.7613, -3.1320, -3.0668], [0.5257, -2.8127, -1.9633], [4.7386, 0.5176, 2.0165], [-1.2565, 0.3966, -5.3472], [-5.0398, -0.4291, -0.5778], [0.2129, -1.3138, 4.3032], [-1.6378, -1.8971, -3.9132], [3.4355, 1.2153, 1.6469], [-0.3944, -3.7424, -2.7371], [-1.2103, -0.1551, 2.3386], [4.4614, -0.2621, -0.3682], [-0.6831, 3.5758, 2.5692], [-5.5222, -0.1605, -2.0119], [3.1246, -0.7470, 0.1724], [-1.5005, -1.9725, -5.2979], [-1.1816, -2.1983, 1.7369], [-0.5527, -4.6535, -2.1537], [0.8455, -1.8797, 4.9931], [-0.7200, 4.1090, 3.5248], [-1.4255, 2.7738, 2.6186], [2.4278, -0.9467, -0.6454], [5.9737, -0.9483, 1.0119], [0.8850, 2.2173, 3.1615], [0.1037, -4.0419, -3.6674], [0.1309, -1.4737, -0.5951], [1.9550, -0.4354, 3.3787], [-2.2761, -2.8671, -2.1424], [-1.2065, -0.8493, -7.1011], [0.7321, -1.9028, -2.5418], [5.3812, 1.1986, 2.5808], [4.4975, -0.3122, 2.6868], [2.9795, 1.6251, 2.5516], [-0.3368, 5.3724, 1.4453], [-1.7752, -2.0718, 4.6884], [1.4909, -3.3199, -1.8079], [3.2642, -1.6913, 0.7199], [-1.1098, 1.3325, -5.8669], [-0.0923, -0.4050, 4.8309], [-2.6701, -1.7179, 2.5215], [-1.6896, 0.1737, 1.4101], [-0.7519, -3.1806, 3.8021], [1.4642, 3.7407, 2.4804], [3.6433, 2.0811, 0.9984], [1.3009, -1.8192, 2.5229], [-1.3628, 1.2967, -3.3979], [-5.1231, -0.9114, -2.6883], [4.2858, 0.6586, -0.9297], [4.8606, -0.9885, -1.0806], [0.6421, 2.6101, -0.9454], [-2.3758, -3.8723, -3.5858], [-1.6307, 0.4787, 3.1308], [-1.5434, -2.9391, -5.7840], [-6.6061, -0.1159, -2.0567], [6.2344, 0.6844, 0.4426], [-1.0337, 4.4770, -0.7533], [1.2869, 4.0012, -0.0479], [-2.0303, 4.9141, 1.5234], [-1.5892, 2.9885, 0.0007]]
}

=====

{
  "formula": "C20H36B2F3INO20PSi2",
  "method": "ωB97M-V/def2-TZVPD",
  "mol_weight_g_mol": 903.16,
  "e_lumo_ev": 0.22,
  "homo_ev": -7.41,
  "relative_energy_kcal_mol": 0.0,
  "species": ["I", "P", "Si", "Si", "F", "F", "F", "O", "O", "O", "O", "O", "O", "O", "O", "O", "O", "O", "O", "O", "O", "O", "O", "O", "O", "O", "O", "N", "C", "C", "C", "C", "C", "C", "C", "C", "C", "C", "C", "C", "C", "C", "C", "C", "C", "C", "C", "C", "B", "B", "H", "H", "H", "H", "H", "H", "H", "H", "H", "H", "H", "H", "H", "H", "H", "H", "H", "H", "H", "H", "H", "H", "H", "H", "H", "H", "H", "H", "H", "H", "H", "H", "H", "H", "H", "H"],
  "coordinates": [[-0.2792, 2.0930, 1.5803], [2.1559, -0.7055, 4.0717], [-1.3664, 0.1080, 2.5720], [1.1320, -1.5283, 2.2027], [1.0210, -3.9097, 0.7576], [2.5173, -3.8933, 2.3246], [0.4268, -4.1409, 2.8310], [-5.6861, 3.1318, -4.7238], [1.8635, 2.9310, 5.9626], [-3.3302, -1.3763, -3.1486], [1.4036, -3.0816, -3.5836], [3.6914, 1.6770, 5.5649], [0.2548, -2.6896, -5.4813], [0.0034, -4.6213, -4.3470], [3.3280, -0.1939, 0.7831], [-5.8818, 1.0172, -5.3703], [-0.7957, -0.0156, 5.4881], [3.8353, 3.6025, 6.7372], [-4.3613, -0.5035, -1.3403], [1.9599, 2.1879, -3.8951], [1.2753, 0.6264, -5.3776], [-0.4971, -1.2656, 2.2590], [-2.4454, 0.3848, -2.1336], [-4.7647, 2.4773, -6.6742], [2.0527, -0.0082, -3.4031], [1.4397, -0.7507, -0.6373], [1.7713, -1.7849, 5.2727], [3.7608, -1.2820, 3.7559], [-3.4719, -0.4942, -2.1364], [2.9429, 4.7005, 6.9488], [0.5310, -3.4051, -4.5671], [1.5821, 4.0305, 6.8348], [-2.3794, 1.9137, 4.8813], [-1.4531, -0.0599, -3.0552], [-2.2493, -0.9438, -3.9937], [-5.3847, 2.2343, -5.6893], [1.4951, -1.1946, -3.9918], [3.7090, 1.0802, 0.2276], [0.7161, -5.2490, -3.2706], [-2.9836, -0.1123, 1.7200], [1.7785, 1.0560, -4.2043], [4.8489, 1.6382, 1.0505], [-6.3484, 1.0521, -4.0170], [3.1922, 2.6426, 6.0406], [-6.6122, 2.5349, -3.8103], [1.2808, -3.4566, 2.0190], [1.4150, -0.7998, -5.4574], [1.2890, -4.0515, -2.5274], [-1.4703, 0.6826, 4.5324], [2.0783, -0.7198, 0.5755], [-0.2611, 0.4830, 6.1187], [5.2826, 2.5141, 0.5592], [-0.9826, 0.7949, -3.5338], [3.1078, 5.4391, 6.1634], [1.4928, -5.8850, -3.6966], [1.2348, 3.6367, 7.7916], [1.1017, -2.4414, 5.0538], [-5.5615, 0.6785, -3.3624], [-3.2245, 1.5255, 5.4707], [-2.7920, 2.4505, 4.0220], [4.0114, 0.9519, -0.8204], [4.2369, -1.3057, 4.6576], [4.2537, -0.5888, 3.1935], [4.5091, 1.9281, 2.0505], [-6.4046, 2.8869, -2.8042], [2.8370, 1.7435, 0.2509], [5.6285, 0.8785, 1.1683], [-7.6240, 2.8212, -4.1018], [-2.8839, 0.0353, 0.6411], [0.6069, -3.6636, -1.7701], [-3.7390, 0.5886, 2.0929], [2.2659, -4.2218, -2.0858], [2.1459, -2.0384, -3.7865], [3.1434, 5.1429, 7.9199], [-1.6800, -1.7987, -4.3407], [1.8571, -0.2196, -1.3347], [-3.3462, -1.1333, 1.8876], [2.3339, -1.0275, -5.9988], [0.5143, -1.3730, -3.5516], [-7.2282, 0.4242, -3.9132], [-1.8554, 2.6442, 5.5147], [0.5618, -1.2170, -5.9841], [0.8124, 4.6544, 6.3896], [-2.6650, -0.4001, -4.8426], [0.0263, -5.8489, -2.6856], [-0.7069, -0.6243, -2.4903]]
}